1.
Molecular formula: C3H5N2
Method: DFT, wB97M-V/def2-TZVPD

Summary:
HOMO energy = -14.467 eV
LUMO level = -6.21 eV
Energy relative to the best compared isomer or geometry (same formula, charge and spin) = 88.8 kcal/mol
Total charge = +1

Geometry as XYZ:
```
10
Properties=species:S:1:pos:R:3:forces:R:3
C -0.7214 1.2078 -0.5222 -0.27 1.47 -1.70
C 0.6524 -0.6676 -0.3952 0.57 2.32 4.60
C -0.1554 -0.2911 1.0584 1.52 -2.74 -1.88
N -0.8825 0.7277 0.8119 2.04 -0.51 -1.09
N 0.1639 0.4459 -1.0957 -1.27 -0.17 0.14
H 1.7650 -0.7206 -0.3891 -0.51 0.49 0.77
H 0.4243 -1.6352 -0.6500 -1.52 -2.26 -1.12
H -0.1961 -1.0125 1.9027 0.17 1.07 -0.21
H -1.3646 1.4048 1.3486 -1.05 -0.03 1.50
H 0.3145 0.5408 -2.0694 0.30 0.35 -1.02
```
Forces are in eV/Å.


2.
Molecular formula: C3H5N2
Method: DFT, wB97M-V/def2-TZVPD

Summary:
HOMO energy = -16.346 eV
LUMO level = -4.83 eV
Energy relative to the best compared isomer or geometry (same formula, charge and spin) = 154.9 kcal/mol
SMILES string = C1[C@@]23N[C@@]12[NH2+]3
Total charge = +1

Geometry as XYZ:
```
10
Properties=species:S:1:pos:R:3:forces:R:3
C 0.7091 -0.9561 0.1367 -0.90 -0.98 -1.01
C -0.7269 -0.3805 -0.1329 -0.57 -0.32 1.90
N -0.4056 0.4070 -1.2982 -1.01 1.45 1.78
C 0.5480 0.4306 -0.1787 1.24 1.08 -3.30
N -0.4144 0.8716 0.7626 -3.78 3.57 -2.16
H 0.9446 -1.0112 1.1346 0.57 -1.29 2.29
H 0.9627 -1.7828 -0.5647 0.29 1.16 0.52
H -0.2427 -0.3012 -1.9558 1.06 -0.87 -1.85
H -1.1602 1.7673 0.3446 3.13 -3.18 1.49
H -0.2146 0.9553 1.7519 -0.03 -0.64 0.34
```
Forces are in eV/Å.


3.
Molecular formula: C3H5N2
Method: DFT, wB97M-V/def2-TZVPD

Summary:
HOMO energy (alpha / beta) = -12.076 / -16.477 eV
LUMO level (alpha / beta) = -4.37 / -7.75 eV
Energy relative to the best compared isomer or geometry (same formula, charge and spin) = 17.8 kcal/mol
Total charge = +1
2S+1 = 3

Geometry as XYZ:
```
10
Properties=species:S:1:pos:R:3:forces:R:3
C 1.3518 0.6780 -1.0931 -4.31 -0.18 2.16
C 0.0460 -0.6263 0.3667 -2.00 0.85 0.01
C -0.7527 0.5983 -0.0951 -0.67 -1.26 -0.32
N 0.0993 1.2964 -0.8258 2.33 1.66 -2.15
N 1.2543 -0.4735 -0.4189 2.55 -3.74 -0.35
H 0.2410 -0.0433 1.2612 0.51 -1.58 1.93
H -0.4334 -1.7160 0.4371 1.16 2.64 -0.09
H -1.7138 0.9659 0.3367 1.11 -0.23 -0.74
H -0.0935 2.2328 -1.2147 0.05 -0.68 0.35
H 1.8777 -1.3483 -0.3482 -0.72 2.52 -0.79
```
Forces are in eV/Å.


4.
Molecular formula: C3H5N2O
Method: DFT, wB97M-V/def2-TZVPD

Summary:
HOMO energy = -1.790 eV
LUMO level = 4.30 eV
Energy relative to the best compared isomer or geometry (same formula, charge and spin) = 48.0 kcal/mol
Total charge = -1

Geometry as XYZ:
```
11
Properties=species:S:1:pos:R:3:forces:R:3
C -1.5698 0.2220 -0.3076 0.73 0.87 0.26
C 1.3238 0.5999 -0.8384 -0.22 -0.20 0.10
C -0.3284 -0.0830 0.6847 -1.34 0.00 0.75
N -2.3582 -0.7221 -0.5608 -1.08 -0.88 -0.58
N 0.8174 -0.3575 -0.1056 1.40 0.45 -0.69
O 1.2772 -1.5500 -0.1262 -0.10 -0.29 0.01
H 2.1288 0.3661 -1.5101 0.11 -0.22 0.00
H 0.8608 1.5674 -0.8386 -0.23 0.09 0.17
H -0.1781 0.8108 1.2990 0.06 -0.18 -0.17
H -0.5300 -0.9530 1.3258 0.19 0.06 -0.19
H -2.2029 -1.6781 -0.1815 0.47 0.32 0.35
```
Forces are in eV/Å.


Quick rundown of largest force on an atom, same order as above: 5.2, 5.6, 4.8, 1.6 eV Å⁻¹